{
  "formula": "C4H9NO2",
  "method": "wB97M-V/def2-TZVPD",
  "elements": ["N", "C", "O", "C", "C", "C", "O", "H", "H", "H", "H", "H", "H", "H", "H", "H"],
  "xyz": [[-1.041, -1.322, -1.232], [-1.232, -0.085, -0.705], [-2.333, 0.022, -0.173], [-0.202, 1.003, -0.663], [0.468, 1.051, 0.719], [1.350, -0.161, 1.027], [0.627, -1.329, 1.350], [-0.358, -1.584, -1.942], [-2.032, -1.587, -1.002], [0.557, 0.899, -1.448], [-0.760, 1.928, -0.839], [1.075, 1.961, 0.769], [-0.306, 1.125, 1.492], [2.046, -0.334, 0.185], [1.964, 0.059, 1.906], [0.176, -1.648, 0.555]],
  "lowdin_charge": [0.13, -0.57, 0.03, -0.12, -0.17, -0.27, -0.07, 0.12, 0.14, 0.12, 0.12, 0.11, 0.12, 0.12, 0.12, 0.05],
  "charge": 0,
  "orbital_gap_ha": 0.3997,
  "de_lowest_kcal_mol": 29.7,
  "lumo_ev": 0.724,
  "smiles": "NC(=O)CCCO",
  "e_tot_ha": -363.03822
}